Record 1
DFT (wB97M-V/def2-TZVPD) results for C28H45B2BrN7O10P2Sc as an isolated structure in a non-equilibrium geometry.

Last column: Löwdin charge in e.
Geometry (Å):
Sc 0.034 0.337 -0.282  0.8356
C -2.291 -1.860 -3.136  -0.0392
C -2.884 -0.970 -2.092  -0.3069
C -4.274 -0.799 -2.007  -0.0083
C -4.480 -0.097 -0.846  -0.2922
C -5.785 0.324 -0.247  -0.0378
N -3.276 0.144 -0.299  0.0350
N -2.251 -0.356 -1.093  0.1166
B -3.093 0.845 1.063  -0.4902
N -2.357 2.194 0.898  0.0439
N -1.110 2.291 0.379  0.0705
C -0.795 3.574 0.363  -0.3195
C 0.478 4.102 -0.206  -0.0262
C -1.843 4.334 0.915  0.0077
C -2.820 3.416 1.236  -0.2814
C -4.165 3.660 1.842  -0.0352
N -2.285 -0.112 1.988  0.0398
N -1.039 -0.558 1.643  0.0367
C -0.624 -1.327 2.651  -0.3271
C 0.730 -1.963 2.789  -0.0457
C -1.633 -1.415 3.630  -0.0012
C -2.665 -0.625 3.169  -0.2903
C -3.986 -0.340 3.810  -0.0344
H -3.098 -2.227 -3.775  0.0743
H -1.793 -2.708 -2.670  0.0862
H -1.555 -1.354 -3.725  0.0144
H -5.019 -1.191 -2.680  0.0959
H -6.596 -0.006 -0.895  0.0709
H -5.843 1.409 -0.144  0.0682
H -5.929 -0.113 0.742  0.0668
H -4.163 1.058 1.547  0.0995
H 1.074 3.289 -0.615  0.0489
H 1.053 4.639 0.552  0.0786
H 0.247 4.792 -1.021  0.0825
H -1.883 5.405 1.037  0.0974
H -4.291 4.728 2.015  0.0708
H -4.273 3.138 2.794  0.0688
H -4.964 3.319 1.183  0.0671
H 1.554 -1.726 1.943  0.0230
H 0.596 -3.043 2.886  0.0897
H 1.212 -1.561 3.687  0.1038
H -1.595 -1.964 4.558  0.0975
H -4.050 -0.870 4.759  0.0699
H -4.812 -0.665 3.174  0.0713
H -4.112 0.727 3.998  0.0694
C -0.668 -0.053 -5.572  -0.1053
C 0.459 0.401 -4.665  -0.5319
O 1.577 0.649 -5.535  -0.1060
P 1.227 -0.703 -3.284  0.4311
O 2.043 -1.859 -4.135  -0.1766
O 2.423 0.095 -2.837  -0.3227
O 0.282 -1.177 -2.213  -0.3295
P -0.132 1.963 -3.760  0.3749
O 1.256 2.857 -4.056  -0.1930
O -1.250 2.619 -4.488  -0.3411
O -0.137 1.738 -2.279  -0.3542
H -0.383 -0.965 -6.108  0.0793
H -0.839 0.741 -6.301  0.0738
H -1.610 -0.224 -5.070  0.0512
H 1.999 1.454 -5.203  0.0638
H 2.330 -1.416 -4.946  0.0435
H 1.749 1.024 -1.904  0.0092
H 1.110 3.741 -3.702  0.0539
C 5.014 -2.324 0.993  -0.0319
C 3.527 -2.569 1.255  -0.5529
C 3.461 -3.342 2.590  -0.0383
O 2.879 -1.319 1.345  -0.1270
B 1.269 -1.666 0.593  -0.3278
O 1.411 -2.943 0.096  0.0539
C 2.819 -3.313 0.081  -0.4710
C 2.941 -4.826 0.161  -0.0261
C 3.339 -2.830 -1.268  -0.0157
H 5.438 -1.790 1.846  0.0789
H 5.156 -1.703 0.111  0.0815
H 5.560 -3.265 0.862  0.0779
H 3.900 -2.721 3.373  0.0845
H 4.047 -4.263 2.521  0.0717
H 2.456 -3.621 2.902  0.0554
H 2.472 -5.221 1.064  0.0751
H 3.991 -5.126 0.145  0.0811
H 2.436 -5.276 -0.695  0.0842
H 3.250 -1.746 -1.361  0.0912
H 2.749 -3.286 -2.063  0.0854
H 4.385 -3.115 -1.418  0.0827
O 1.706 0.816 -0.875  -0.4299
Br 4.731 3.720 1.443  0.6875
C 3.194 2.779 2.060  -0.6478
C 2.898 2.773 3.406  -0.1330
C 1.762 2.080 3.789  -0.0587
C 1.011 1.445 2.813  -0.1030
N 1.305 1.444 1.513  0.0742
C 2.401 2.119 1.134  -0.1710
H 3.520 3.288 4.126  0.0922
H 1.458 2.032 4.827  0.0966
H 0.116 0.908 3.095  0.1017
H 2.618 2.102 0.074  0.0931

2S+1 = 1
LUMO level = 4.0 eV
Kohn-Sham gap = 4.87 eV
molecular weight = 848.14 g mol⁻¹
charge = -2



Record 2
DFT (wB97M-V/def2-TZVPD) results for a 5-piece molecular cluster, C28H45BF3O11 overall in a non-equilibrium geometry.

Last column: Löwdin charge in e.
Geometry (Å):
C 5.257 -3.418 0.740  -0.0347
B 3.672 -3.674 0.921  -0.7514
O 2.934 -4.194 -0.303  -0.0752
C 1.636 -4.168 0.139  -0.1823
C 1.471 -2.942 1.188  -0.3095
C 0.739 -1.738 0.611  -0.0081
C -0.775 -1.721 0.584  -0.3246
O -1.355 -0.717 0.933  0.0820
C -1.625 -2.870 0.129  -0.1197
C -1.458 -4.198 0.515  -0.0340
C -2.281 -5.212 0.035  -0.0710
C -3.298 -4.891 -0.860  -0.0960
C -3.503 -3.568 -1.235  -0.0782
C -2.677 -2.566 -0.745  -0.0196
C 1.124 -3.296 2.654  -0.5424
F -0.155 -2.942 2.970  0.1134
F 1.211 -4.606 2.928  0.1263
F 1.893 -2.675 3.545  0.1588
O 2.825 -2.504 1.236  -0.0126
H 5.781 -3.689 1.654  0.0333
H 5.610 -4.123 -0.020  0.0486
H 5.536 -2.421 0.392  0.0244
H 3.517 -4.595 1.742  0.1109
H 0.896 -3.991 -0.649  0.1154
H 1.356 -5.125 0.599  0.1118
H 1.072 -0.847 1.135  0.1353
H 1.072 -1.652 -0.423  0.1218
H -0.669 -4.465 1.198  0.0891
H -2.094 -6.227 0.351  0.0982
H -3.910 -5.697 -1.245  0.0918
H -4.311 -3.332 -1.911  0.0970
H -2.848 -1.546 -1.039  0.0932
O -4.959 -0.643 -1.166  0.0945
C -5.213 0.351 -0.540  -0.5027
O -6.338 1.035 -0.848  -0.0049
C -6.829 2.123 -0.061  -0.2362
C -6.181 3.438 -0.431  -0.0763
C -4.276 0.890 0.509  0.0215
H -6.731 1.907 1.004  0.1127
H -7.897 2.165 -0.276  0.1174
H -5.112 3.421 -0.241  0.0587
H -6.617 4.253 0.143  0.0660
H -6.322 3.639 -1.496  0.0815
H -3.504 1.481 0.018  0.1069
H -3.798 0.050 1.006  0.0803
H -4.759 1.498 1.268  0.0502
O 7.526 -0.609 -1.191  0.0985
C 6.880 0.293 -0.731  -0.5366
O 5.552 0.162 -0.612  -0.0051
C 4.708 1.097 0.061  -0.2185
C 4.287 2.231 -0.851  -0.0571
C 7.525 1.614 -0.366  0.0079
H 5.179 1.451 0.980  0.1139
H 3.834 0.520 0.358  0.1269
H 5.142 2.820 -1.187  0.0641
H 3.592 2.895 -0.335  0.0812
H 3.794 1.832 -1.739  0.0767
H 7.610 2.220 -1.267  0.0902
H 8.522 1.408 0.018  0.0858
H 6.989 2.176 0.395  0.0660
O 2.041 -0.625 -2.353  0.0975
C 2.984 -1.093 -2.933  -0.4994
O 3.330 -0.530 -4.122  -0.0163
C 4.532 -0.873 -4.806  -0.2505
C 4.361 -2.108 -5.666  -0.0690
C 3.737 -2.301 -2.443  0.0339
H 5.362 -0.972 -4.104  0.1113
H 4.755 -0.014 -5.439  0.1163
H 4.120 -2.983 -5.063  0.0685
H 5.276 -2.315 -6.224  0.0766
H 3.544 -1.964 -6.374  0.0785
H 3.217 -3.206 -2.750  0.1038
H 3.779 -2.277 -1.361  0.0728
H 4.765 -2.338 -2.802  0.0795
O -4.693 3.820 2.142  0.1089
C -4.956 4.790 2.796  -0.5026
O -6.090 5.471 2.523  -0.0077
C -6.583 6.530 3.345  -0.2379
C -5.948 7.860 2.996  -0.0649
C -4.013 5.309 3.856  0.0178
H -6.472 6.282 4.402  0.1127
H -7.653 6.570 3.145  0.1221
H -4.872 7.850 3.169  0.0678
H -6.385 8.660 3.595  0.0805
H -6.106 8.086 1.942  0.0836
H -3.254 5.924 3.374  0.0980
H -3.529 4.456 4.324  0.0948
H -4.496 5.886 4.641  0.0681

2S+1 = 1
LUMO level = 1.7 eV
Kohn-Sham gap = 6.24 eV
molecular weight = 625.46 g mol⁻¹
charge = -1



Record 3
DFT (wB97M-V/def2-TZVPD) results for C28H45BrN2NiOP2 as an isolated structure in a non-equilibrium geometry.

Last column: Mulliken spin population.
Geometry (Å):
C -0.742 4.965 -3.327  0.0172
C -1.032 3.840 -4.174  -0.0013
C -1.230 4.124 -5.577  0.0132
C -1.163 5.481 -6.020  -0.0074
N -0.894 6.498 -5.188  0.0165
C -0.660 6.274 -3.896  -0.0069
C -1.139 2.556 -3.493  0.0419
C -1.026 2.056 -2.238  0.0121
C -1.271 2.265 -0.824  0.0062
C -0.301 2.543 0.198  -0.0103
C -0.358 1.809 1.385  0.0286
C -1.428 0.924 1.638  -0.0042
C -2.571 0.927 0.803  0.0186
C -2.486 1.600 -0.418  -0.0097
Ni -1.433 0.755 -3.450  0.8925
P 1.436 -1.325 0.418  0.5796
H -1.475 3.392 -6.361  0.0005
H -0.604 4.894 -2.246  0.0023
H -1.333 5.807 -7.068  0.0000
H -0.397 7.157 -3.292  -0.0003
H -3.279 1.330 -1.138  -0.0004
H 0.563 3.220 0.085  0.0018
H -3.411 0.273 1.054  0.0018
H 0.443 1.845 2.142  -0.0076
C 1.590 -2.888 1.418  0.0502
C 2.706 -3.877 1.079  0.0308
H 0.608 -3.374 1.289  -0.0029
H 1.638 -2.597 2.481  -0.0025
H 2.729 -4.671 1.837  0.0041
H 2.527 -4.368 0.112  -0.0001
H 3.698 -3.411 1.085  -0.0022
C 2.329 -1.677 -1.167  0.0835
C 2.965 -0.453 -1.833  0.0003
H 1.571 -2.147 -1.823  0.0040
H 3.112 -2.433 -0.978  0.0284
H 3.083 -0.637 -2.909  0.0024
H 2.397 0.486 -1.735  0.0023
H 3.979 -0.304 -1.445  0.0012
C 2.608 -0.200 1.318  0.0705
C 4.012 -0.747 1.562  0.0485
H 2.153 0.120 2.272  0.0011
H 2.645 0.715 0.705  -0.0016
H 4.631 0.047 2.002  0.0073
H 4.002 -1.580 2.274  -0.0019
H 4.502 -1.061 0.630  -0.0026
Br -1.056 -0.509 2.832  0.0190
P -2.527 -3.093 -1.808  0.0022
C -0.723 -3.440 -1.716  -0.0058
C -0.514 -4.956 -1.671  0.0031
H -0.310 -2.937 -0.824  0.0587
H -0.257 -3.017 -2.620  -0.0024
H 0.549 -5.230 -1.691  -0.0003
H -0.955 -5.428 -0.781  -0.0003
H -0.987 -5.428 -2.542  0.0012
C -2.893 -2.981 0.033  -0.0107
C -4.281 -3.542 0.370  -0.0002
H -2.815 -1.932 0.378  0.0141
H -2.109 -3.595 0.515  0.0005
H -4.415 -3.551 1.459  -0.0002
H -5.088 -2.924 -0.050  0.0001
H -4.420 -4.572 0.008  0.0002
C -2.566 -1.347 -2.370  0.0167
C -2.993 -1.233 -3.841  0.0001
H -1.549 -0.931 -2.166  -0.0035
H -3.317 -0.848 -1.730  -0.0035
H -3.501 -0.275 -4.039  0.0027
H -2.156 -1.366 -4.537  -0.0005
H -3.697 -2.047 -4.088  0.0031
C 2.789 2.891 6.001  0.0000
N 1.511 2.202 6.022  0.0000
C 0.753 2.096 7.270  0.0000
C 1.064 1.639 4.875  0.0001
O 1.701 1.705 3.814  0.0007
H 2.961 3.303 6.996  0.0000
H 2.768 3.690 5.250  0.0000
H 3.589 2.192 5.731  0.0000
H -0.284 2.455 7.109  0.0000
H 0.696 1.040 7.600  0.0000
H 1.252 2.702 8.039  0.0000
H 0.087 1.114 4.982  -0.0004

2S+1 = 3
LUMO level (alpha / beta) = -6.8 / -9.0 eV
Kohn-Sham gap (alpha / beta) = 6.69 / 4.53 eV
energy relative to the best compared isomer or geometry (same formula, charge and spin) = 31.7 kcal/mol
⟨S²⟩ = 2.0174
molecular weight = 626.23 g mol⁻¹
charge = +2



Record 4
DFT (wB97M-V/def2-TZVPD) results for C28H45ClCrN5O7 as an isolated structure in a non-equilibrium geometry.

Last column: Mulliken spin population.
Geometry (Å):
O 0.281 -0.665 -2.258  -0.0042
C -0.546 -0.588 -3.362  -0.0081
C -0.267 0.744 -4.056  0.0003
C 0.391 1.774 -3.369  0.0029
H 0.730 1.602 -2.342  0.0037
C 0.586 3.007 -3.999  -0.0022
H 1.099 3.800 -3.445  0.0001
C 0.123 3.206 -5.310  0.0002
H 0.273 4.172 -5.799  -0.0001
C -0.529 2.168 -5.997  -0.0007
H -0.889 2.313 -7.021  0.0000
C -0.716 0.934 -5.366  0.0022
H -1.240 0.107 -5.862  0.0002
H -0.301 -1.390 -4.089  0.0025
C -2.351 -2.252 -2.750  0.0001
C -2.041 -0.815 -3.044  -0.0020
H -3.423 -2.467 -2.812  -0.0006
H -2.049 -2.549 -1.736  -0.0009
H -1.766 -2.918 -3.413  -0.0003
C -2.851 0.238 -2.860  0.0046
C -4.242 0.196 -2.317  0.0009
H -2.475 1.253 -3.014  0.0027
H -4.946 0.606 -3.055  -0.0003
H -4.379 0.822 -1.420  -0.0003
H -4.575 -0.825 -2.076  -0.0003
Cr -0.128 -0.955 -0.311  3.0274
Cl -2.315 -0.501 -0.142  -0.0005
C -1.361 -0.699 2.306  -0.0033
O -0.670 -1.531 1.663  -0.0086
N -1.418 -0.736 3.635  0.0056
C -0.886 -1.905 4.320  0.0001
C -2.164 0.230 4.427  -0.0002
H -1.968 0.100 1.825  0.0062
H -0.325 -2.529 3.616  0.0001
H -1.713 -2.478 4.748  0.0004
H -0.241 -1.569 5.139  0.0002
H -2.349 1.106 3.804  -0.0002
H -1.537 0.554 5.262  -0.0001
H -3.121 -0.176 4.775  0.0002
H 4.657 1.036 -2.475  -0.0001
H 4.557 1.393 0.210  0.0002
C 3.572 0.931 -2.350  -0.0002
C 3.495 1.137 0.097  0.0063
N 3.280 0.290 -1.085  0.0002
H 3.155 0.295 -3.134  0.0002
C 2.708 -0.931 -1.133  0.0040
O 1.820 -1.391 -0.389  0.0104
H 3.219 0.589 0.992  -0.0017
H 3.040 -1.608 -1.951  -0.0014
H 3.108 1.924 -2.385  -0.0001
H 2.895 2.058 0.032  -0.0003
H -0.281 -6.254 0.118  0.0004
H 1.916 -6.412 -1.502  0.0002
C -0.664 -5.697 -0.747  0.0002
C 1.400 -5.690 -2.144  -0.0007
N 0.407 -4.942 -1.390  0.0073
H -1.460 -5.020 -0.426  -0.0005
C 0.472 -3.615 -1.302  0.0167
O -0.290 -2.953 -0.546  -0.0462
H 2.127 -4.988 -2.555  0.0002
H 1.211 -3.128 -1.946  0.0020
H -1.046 -6.436 -1.462  0.0006
H 0.921 -6.240 -2.962  -0.0001
C -2.237 2.715 2.049  0.0017
C -1.046 3.004 2.998  0.0013
C 0.263 2.234 2.941  0.0014
C 1.573 3.155 3.975  -0.0001
C 2.332 4.224 4.670  -0.0001
C 0.623 1.071 3.945  0.0006
O 0.332 1.110 5.154  0.0003
N 1.492 0.181 3.457  0.0000
C 1.570 -0.287 2.209  0.0020
O 2.151 -1.366 1.989  0.0006
N 0.987 0.551 1.231  -0.0648
C 0.599 1.852 1.523  0.0287
O 0.373 2.604 0.549  0.0042
H -1.900 2.753 1.006  -0.0009
H -2.927 3.555 2.202  0.0000
H -2.798 1.788 2.242  -0.0001
H -0.747 4.023 2.719  -0.0005
H -1.377 3.041 4.041  0.0004
H 0.881 2.903 4.824  0.0001
H 2.355 2.404 3.641  -0.0001
H 1.729 4.959 5.234  0.0000
H 2.866 3.633 5.444  0.0000
H 3.108 4.663 4.043  0.0000
H 1.878 -0.500 4.054  -0.0002

2S+1 = 4
LUMO level (alpha / beta) = 0.0 / 0.3 eV
Kohn-Sham gap (alpha / beta) = 7.64 / 7.93 eV
⟨S²⟩ = 3.7803
molecular weight = 651.15 g mol⁻¹
charge = 0



Record 5
DFT (wB97M-V/def2-TZVPD) results for C28H45IrN3O5S2Sb as an isolated structure in a non-equilibrium geometry.

Last column: Mulliken spin population.
Geometry (Å):
Ir 1.009 1.205 -0.759  0.0608
O 1.166 1.038 1.590  -0.0496
C 2.528 1.033 2.068  0.0041
C 3.282 0.064 1.210  -0.0139
N 3.285 0.532 -0.171  -0.0053
C 4.139 1.700 -0.363  0.0002
C 3.275 2.979 -0.298  0.0010
O 3.652 3.937 0.329  0.0000
O 2.181 2.900 -1.021  -0.0011
C 3.476 -0.581 -1.096  0.0074
C 2.278 -1.532 -1.014  -0.0118
O 2.411 -2.699 -1.288  0.0067
O 1.144 -0.987 -0.619  -0.0208
H 0.699 1.753 2.038  0.0136
H 2.557 0.708 3.108  0.0016
H 2.950 2.037 1.997  -0.0005
H 2.786 -0.904 1.244  0.0177
H 4.296 -0.056 1.607  -0.0003
H 4.587 1.682 -1.356  0.0002
H 4.926 1.784 0.387  -0.0004
H 4.389 -1.149 -0.895  0.0023
H 3.530 -0.203 -2.117  0.0004
N -5.249 5.128 0.164  0.0000
C -4.285 4.522 0.007  0.0004
C -3.080 3.757 -0.178  -0.0001
C -2.843 3.081 -1.373  -0.0036
C -1.676 2.352 -1.537  -0.0039
C -0.719 2.265 -0.519  0.0206
C -0.976 2.955 0.665  0.0044
C -2.140 3.688 0.843  -0.0039
H -3.574 3.134 -2.170  -0.0001
H -1.519 1.843 -2.476  0.0009
H -0.255 2.974 1.472  -0.0015
H -2.315 4.216 1.772  -0.0001
S 0.914 1.000 -3.095  -0.0016
C 1.984 2.272 -3.561  -0.0002
N 1.605 3.507 -3.716  0.0002
C 2.640 4.475 -4.083  0.0002
C 3.687 3.654 -4.822  0.0000
S 3.625 2.020 -4.014  0.0000
H 0.720 3.805 -3.323  0.0000
H 3.044 4.934 -3.178  0.0000
H 2.221 5.247 -4.723  0.0000
H 4.689 4.067 -4.752  0.0000
H 3.421 3.506 -5.867  0.0000
C -3.289 0.146 1.418  -0.0125
C -2.582 -0.899 2.270  0.2226
C -3.531 -1.985 2.756  0.0218
C -1.846 -0.239 3.428  0.0339
Sb -0.948 -1.782 0.946  0.3813
C -0.031 -3.581 1.931  0.0739
C 0.979 -2.996 2.913  0.0938
C 0.651 -4.439 0.879  -0.0044
C -1.121 -4.358 2.653  0.0114
C -1.931 -2.317 -0.987  0.0779
C -2.092 -0.997 -1.728  0.0174
C -1.023 -3.265 -1.756  -0.0009
C -3.275 -2.968 -0.681  0.0387
H -3.957 0.733 2.058  0.0021
H -3.899 -0.302 0.634  0.0048
H -2.584 0.839 0.960  0.0235
H -4.413 -1.502 3.194  0.0103
H -3.080 -2.597 3.530  0.0015
H -3.881 -2.636 1.957  -0.0018
H -2.576 0.202 4.116  0.0020
H -1.192 0.560 3.074  0.0038
H -1.249 -0.954 3.997  -0.0004
H 1.756 -2.433 2.393  -0.0247
H 1.467 -3.811 3.458  -0.0006
H 0.506 -2.340 3.647  -0.0008
H 1.294 -3.870 0.206  -0.0004
H -0.073 -4.987 0.279  0.0014
H 1.279 -5.176 1.393  0.0014
H -1.523 -3.809 3.500  0.0041
H -0.681 -5.283 3.042  0.0061
H -1.942 -4.640 1.991  0.0004
H -1.129 -0.502 -1.852  -0.0076
H -2.767 -0.311 -1.218  -0.0063
H -2.500 -1.192 -2.727  -0.0002
H 0.008 -2.915 -1.803  0.0011
H -1.396 -3.347 -2.783  0.0017
H -1.026 -4.264 -1.324  -0.0032
H -3.964 -2.287 -0.183  -0.0010
H -3.164 -3.868 -0.072  -0.0044
H -3.738 -3.269 -1.627  0.0080

2S+1 = 2
LUMO level (alpha / beta) = -3.5 / -4.6 eV
Kohn-Sham gap (alpha / beta) = 7.24 / 6.12 eV
energy relative to the best compared isomer or geometry (same formula, charge and spin) = 46.8 kcal/mol
⟨S²⟩ = 0.7531
molecular weight = 881.80 g mol⁻¹
charge = +1